(1)
2 unconnected molecules or ions with the total composition C8H16BF2O7P2, computed with ωB97M-V with the def2-TZVPD basis set.

Properties
* E_LUMO: 0.0840 hartree
* HOMO: -6.7 eV
* charge: -1
* Kohn-Sham gap: 8.96 eV

Structure (XYZ):
```
36
Properties=species:S:1:pos:R:3:forces:R:3:nbo_charge:R:1
P -2.927 -0.336 0.550 -2.5825 -5.4041 1.5754 2.16
P -2.203 2.782 0.846 0.2302 0.8323 1.7984 0.44
F -1.282 -5.350 -0.477 0.8799 0.5048 -1.5849 -0.56
F -1.168 -5.538 -2.852 0.6752 0.7378 1.4125 -0.56
O -3.517 -0.078 -1.091 2.6152 0.4757 2.3930 -0.96
O -0.640 -3.455 -1.794 1.4292 0.7139 -0.0400 -0.64
O -1.287 -0.914 0.422 -2.5290 2.7972 -0.7329 -0.93
O 0.929 -1.826 -1.849 -0.1786 -0.8282 0.1260 -0.61
O 2.748 -4.039 -1.587 -1.3355 0.1723 -0.0739 -0.56
O 0.842 -5.259 -1.580 0.6966 1.1611 -0.0786 -0.65
O -3.807 -1.480 1.268 3.4337 4.6842 -2.9431 -1.04
C 0.670 3.330 0.227 -0.8760 0.5054 -0.5622 -0.42
C 2.498 0.104 0.466 0.0464 0.2113 0.8424 -0.64
C 2.185 2.745 0.060 0.1211 0.6318 -0.4834 -0.41
C 0.622 -3.005 -1.770 -3.0813 3.2417 -0.3809 0.67
C -0.321 2.486 1.217 0.8496 -0.7603 -0.5093 -0.70
C 2.650 1.621 1.150 1.3528 -0.2018 -0.8838 -0.43
C -3.120 1.256 1.617 -0.1364 0.3970 -0.9203 -1.05
C 1.531 -4.111 -1.639 3.1827 -3.5094 0.4315 0.65
B -0.581 -4.916 -1.676 -2.3323 -2.0055 0.2044 1.26
H 2.910 3.692 0.041 -1.4619 -2.1024 0.2199 0.21
H -4.267 1.544 1.635 2.3616 -0.8591 -0.1538 0.29
H 3.604 -0.297 0.270 -2.7055 0.6061 0.3627 0.23
H 2.158 1.699 2.207 0.6536 -0.0409 -2.1667 0.21
H -0.097 2.820 2.335 -0.7354 -0.9346 -2.3552 0.24
H 2.258 2.287 -1.039 -0.0511 0.8279 2.5229 0.21
H -2.456 2.829 -0.571 0.5530 -0.9800 0.4629 -0.01
H -2.770 0.175 -1.709 -1.1179 -0.4920 1.0219 0.50
H -0.752 -0.358 -0.218 -0.6101 -1.0439 0.7586 0.50
H -2.762 1.127 2.726 -0.5343 -0.0508 -2.3421 0.29
H 3.818 1.792 1.327 -2.5535 -0.3422 -0.2889 0.21
H 0.183 3.339 -0.861 0.9636 0.0769 2.3278 0.20
H 1.904 0.142 -0.549 1.2659 -0.1451 2.0599 0.23
H 1.905 -0.601 1.225 1.4803 1.3424 -1.8206 0.22
H -0.133 1.336 1.072 -0.0196 2.1862 0.5974 0.23
H 0.675 4.457 0.601 0.0506 -2.4054 -0.7970 0.21
```
Positions in Å, forces in eV/Å.



(2)
A molecular structure, C45H39CuN4O2P, computed with ωB97M-V with the def2-TZVPD basis set.

Properties
* multiplicity: 2
* E_LUMO (alpha / beta): -0.0413 / -0.0407 hartree
* HOMO (alpha / beta): -7.2 / -7.2 eV
* ΔE to the lowest compared entry with this formula, charge and spin: 52.1 kJ/mol
* charge: 0
* Kohn-Sham gap (alpha / beta): 6.04 / 6.14 eV

Structure (XYZ):
```
92
Properties=species:S:1:pos:R:3:forces:R:3:mulliken_spin:R:1
Cu 0.615 -0.012 0.232 0.0139 0.6224 -0.0165 0.66
P -2.101 1.770 0.829 -0.1904 -0.1849 -0.0812 -0.01
O 2.334 -1.422 0.537 -0.1937 0.4979 -0.2578 0.01
O 2.166 0.122 -1.050 0.0888 -0.1969 0.4966 0.06
N -0.005 -0.920 2.849 0.4812 0.7970 -1.2541 0.02
N -0.553 -0.919 -0.972 -0.6400 -0.3905 0.8853 0.09
N 1.276 0.937 1.885 -0.7343 -0.9795 0.3982 0.04
N -0.372 -0.990 1.631 0.3443 -0.0785 0.5798 0.08
C -1.664 6.388 0.866 0.0667 -0.1628 0.1420 0.00
C -1.995 3.594 0.884 -0.0942 0.5261 -0.0830 0.00
C -4.769 0.418 -1.950 0.3029 -0.1334 0.0429 0.00
C -2.193 1.083 4.880 0.1112 0.0275 -0.3488 0.00
C 5.811 -3.043 -2.671 -0.1630 -0.2895 0.1732 0.00
C 1.009 0.105 2.935 0.0748 0.4679 -0.6342 0.01
C -5.967 2.025 -0.618 0.2668 -0.2591 0.0052 0.00
C 5.209 -3.582 -1.540 -0.0737 0.0863 -0.1135 0.00
C -0.223 -0.935 -2.324 0.2081 -0.2846 -0.3361 0.00
C -5.934 1.098 -1.664 -0.1836 0.2014 0.0920 0.00
C 2.938 2.060 3.103 0.4440 -0.0964 0.6615 0.00
C 0.923 -1.960 -4.165 0.0370 -0.2414 -0.0458 -0.01
C -2.592 4.385 -0.103 0.2189 0.0970 -0.0084 0.00
C 6.784 -3.865 -3.480 -0.1454 0.0583 0.1564 0.00
C -1.219 -1.905 -0.336 0.8243 0.5369 -0.9398 -0.01
C 3.694 -3.583 0.407 0.1614 -0.3079 0.1428 0.00
C 4.242 -2.885 -0.812 0.1307 0.0543 -0.1175 0.00
C -1.051 5.614 1.846 -0.1215 0.0650 -0.0631 0.00
C 0.468 -2.025 -2.864 -0.3600 0.5922 -0.0480 0.02
C 2.203 1.890 1.963 -0.4158 -0.7274 -0.1832 0.00
C -1.209 4.240 1.842 0.0151 -0.1526 -0.0476 0.00
C -1.824 1.475 3.592 0.0287 0.0497 0.5192 0.00
C -2.684 1.308 2.506 -0.0248 0.1102 0.2139 0.00
C -1.902 -2.954 -1.001 -0.5993 -0.4468 0.6853 0.01
C 4.192 0.380 -2.848 0.2791 0.0476 -0.1460 0.01
C -3.925 0.708 2.741 -0.0096 -0.0219 -0.0966 0.00
C -2.429 5.771 -0.113 0.0393 -0.3762 0.2760 0.00
C 0.030 0.264 -4.384 0.0993 -0.0304 0.0048 -0.01
C 4.488 -1.019 -2.368 -0.0753 -0.1055 0.0265 0.00
C -0.421 0.224 -3.077 0.1476 -0.5582 0.0461 0.01
C -2.654 -3.822 1.176 0.2231 0.3700 0.0455 0.00
C 3.851 -1.598 -1.253 0.2378 -0.2335 -0.0593 0.00
C 0.691 -0.830 -4.936 0.0715 0.2347 -0.3172 0.01
C -1.207 -1.913 1.093 -0.2481 -0.0930 0.4454 -0.01
C -3.427 0.489 5.091 0.0110 0.0633 -0.0017 0.00
C -4.290 0.316 4.021 -0.2225 -0.2324 -0.0389 0.00
C -3.644 1.541 -0.123 0.0132 -0.1043 -0.3662 0.01
C -3.624 0.636 -1.181 -0.2799 0.1108 0.0806 0.00
C 2.717 1.185 4.171 0.4687 0.7204 -0.0293 0.00
C -1.946 -2.850 1.839 -0.3175 -0.3377 -0.4334 0.02
C -4.829 2.236 0.145 -0.1209 -0.1972 -0.3472 0.00
C 2.732 -0.914 -0.539 0.2809 -0.1587 0.0731 -0.01
C 1.755 0.211 4.092 -0.5572 -0.2130 0.1495 0.00
C 5.450 -1.758 -3.050 0.0817 0.0671 -0.0647 0.00
C -2.600 -3.866 -0.242 0.0189 0.3459 -0.3079 0.00
H -1.947 -2.757 2.910 0.0027 -0.0685 0.2528 0.00
H 4.907 0.647 -3.630 -0.0007 -0.0133 0.0259 0.00
H 0.668 -2.874 -2.228 0.0838 -0.1696 0.0201 0.00
H -5.263 -0.148 4.175 0.2047 0.0902 -0.0207 0.00
H 1.521 -0.472 4.888 0.1428 -0.0945 0.2645 0.00
H -6.823 0.911 -2.254 -0.0032 0.0547 0.0056 0.00
H -6.876 2.562 -0.388 -0.0499 0.0300 -0.0222 0.00
H 5.479 -4.592 -1.232 -0.0295 0.2074 0.0174 0.00
H -0.838 1.918 3.471 -0.2039 -0.1532 -0.0959 0.00
H 3.190 0.478 -3.258 -0.1047 -0.0534 0.0762 0.00
H -3.718 0.155 6.077 0.0035 0.0302 0.0782 0.00
H 5.937 -1.320 -3.917 -0.0490 0.0696 0.0188 0.00
H 4.289 1.107 -2.039 -0.0965 -0.0601 -0.0559 0.00
H 1.049 -0.784 -5.963 -0.0535 -0.0149 0.2367 0.00
H -4.621 0.541 1.923 0.1861 0.0113 0.1984 0.00
H -4.854 2.943 0.951 -0.0198 0.2695 0.3054 0.00
H -0.888 1.075 -2.606 -0.0774 0.1101 -0.0074 0.00
H -1.529 7.458 0.886 -0.0721 0.1504 -0.0975 0.00
H 7.689 -3.309 -3.695 0.1779 0.1583 -0.1058 0.00
H -3.176 3.914 -0.885 0.0002 0.1123 0.0681 0.00
H 2.363 2.444 1.051 0.0471 0.2073 -0.0222 0.00
H -1.908 -3.008 -2.081 0.0152 0.0423 0.0563 0.00
H -2.714 0.097 -1.391 0.1071 -0.0555 -0.0859 0.00
H -3.263 -4.533 1.713 0.0375 -0.0497 0.0295 0.00
H 3.318 1.305 5.065 -0.0499 -0.1232 0.0191 0.00
H 7.074 -4.777 -2.959 -0.0562 0.0135 0.0756 0.00
H 3.903 -3.032 1.327 -0.0822 0.0027 -0.1877 0.00
H 4.169 -4.565 0.498 -0.0391 0.0301 -0.0824 0.00
H 6.336 -4.161 -4.427 -0.0150 0.0157 -0.1108 0.00
H -3.172 -4.619 -0.767 0.0069 -0.1618 0.0470 0.00
H 3.713 2.812 3.145 -0.0423 0.0440 0.0683 0.00
H -0.461 6.076 2.631 -0.0027 0.0100 -0.1272 0.00
H -4.733 -0.291 -2.770 -0.0211 0.0350 0.0627 0.00
H -0.704 3.661 2.598 0.0366 0.0004 0.0917 0.00
H -1.497 1.223 5.702 -0.0760 -0.0100 -0.0690 0.00
H 2.614 -3.718 0.362 0.0531 0.0215 0.0120 0.00
H -2.931 6.353 -0.868 0.0093 0.1154 -0.1495 0.00
H 1.479 -2.800 -4.559 0.0292 0.0218 -0.1496 0.00
H -0.105 1.174 -4.948 -0.0192 0.0177 -0.1954 0.00
```
Positions in Å, forces in eV/Å.